[1]
{
  "formula": "C3H6IN2O",
  "method": "wB97M-V/def2-TZVPD",
  "orbital_gap_ev": [9.457, 6.104],
  "e_above_lowest_kj_mol": 606.9,
  "energy_ha": -599.87466,
  "e_homo_ev": [-13.82, -12.71],
  "charge": 1,
  "lumo_ev": [-4.363, -6.602],
  "symbols": ["C", "C", "C", "N", "N", "O", "I", "H", "H", "H", "H", "H", "H"],
  "coordinates": [[2.233, 0.662, -0.709], [-1.092, 0.110, 0.326], [0.137, -0.529, -0.317], [5.720, 1.724, 0.866], [1.001, 0.535, -0.895], [4.765, 1.581, 0.231], [3.630, -0.603, 0.086], [-1.835, 0.537, -0.246], [-1.731, -0.707, 0.717], [-0.717, 0.603, 1.222], [-0.159, -1.015, -1.161], [0.669, -1.188, 0.277], [0.664, 1.368, -1.352]],
  "atomic_forces_ev_per_a": [[1.9, 0.0, 0.0], [1.4, -2.8, 2.7], [-2.3, 2.9, -1.0], [-2.0, -0.1, -1.4], [0.9, -0.3, 1.2], [3.1, 2.1, 1.5], [-1.5, -1.8, -0.2], [-0.7, 1.9, -1.7], [0.7, -0.1, 0.1], [-0.7, 0.7, -0.2], [-0.9, -1.9, -2.3], [1.3, -0.8, 1.4], [-1.2, 0.1, -0.3]]
}


[2]
{
  "formula": "C40H62BCl39F9OS",
  "method": "wB97M-V/def2-TZVPD",
  "orbital_gap_ev": 6.463,
  "energy_ha": -20905.68034,
  "e_homo_ev": -5.04,
  "charge": -1,
  "lumo_ev": 1.425,
  "symbols": ["C", "C", "C", "C", "C", "C", "C", "C", "C", "C", "C", "C", "C", "C", "B", "C", "C", "C", "O", "C", "C", "C", "C", "F", "F", "C", "F", "F", "C", "F", "F", "C", "F", "F", "F", "C", "S", "C", "C", "H", "H", "H", "H", "H", "H", "H", "H", "H", "H", "H", "H", "H", "H", "H", "H", "H", "H", "H", "H", "H", "H", "H", "H", "H", "H", "H", "H", "H", "H", "H", "H", "H", "H", "H", "H", "H", "H", "H", "H", "H", "H", "H", "H", "H", "H", "H", "H", "H", "C", "Cl", "Cl", "Cl", "H", "C", "Cl", "Cl", "Cl", "H", "C", "Cl", "Cl", "Cl", "H", "C", "Cl", "Cl", "Cl", "H", "C", "Cl", "Cl", "Cl", "H", "C", "Cl", "Cl", "Cl", "H", "C", "Cl", "Cl", "Cl", "H", "C", "Cl", "Cl", "Cl", "H", "C", "Cl", "Cl", "Cl", "H", "C", "Cl", "Cl", "Cl", "H", "C", "Cl", "Cl", "Cl", "H", "C", "Cl", "Cl", "Cl", "H", "C", "Cl", "Cl", "Cl", "H"],
  "coordinates": [[1.463, 6.530, 0.702], [1.350, 5.006, 0.143], [0.142, 4.187, 0.791], [0.282, 3.900, 2.362], [1.754, 4.099, 2.965], [1.852, 3.186, 4.290], [3.346, 3.069, 4.885], [4.012, 1.635, 4.501], [5.228, 1.816, 3.443], [5.158, 0.748, 2.236], [4.622, 1.358, 0.859], [3.676, 0.274, 0.108], [2.371, 0.128, 1.018], [1.037, -0.310, 0.194], [0.737, -1.926, 0.223], [0.493, -2.367, 1.797], [1.639, -3.289, 2.437], [1.517, -3.456, 4.055], [0.243, -2.969, 4.551], [0.476, -1.776, 5.357], [-0.558, -2.408, -0.675], [-1.713, -1.305, -0.870], [-1.776, -0.786, -2.396], [-0.507, -0.700, -3.006], [-2.575, -1.765, -3.082], [-2.419, 0.687, -2.515], [-1.570, 1.528, -1.734], [-3.706, 0.733, -1.914], [-2.444, 1.278, -3.997], [-2.350, 0.314, -5.009], [-3.726, 1.895, -4.172], [-1.343, 2.390, -4.308], [-0.026, 1.937, -4.126], [-1.444, 2.670, -5.698], [-1.566, 3.613, -3.666], [2.075, -2.663, -0.465], [2.411, -2.009, -2.201], [3.577, -3.151, -3.075], [5.040, -3.050, -2.374], [1.847, 7.186, -0.168], [2.252, 6.550, 1.524], [0.434, 6.845, 1.068], [1.117, 5.087, -0.979], [2.345, 4.450, 0.207], [-0.835, 4.742, 0.566], [0.079, 3.187, 0.248], [-0.042, 2.832, 2.599], [-0.428, 4.609, 2.932], [1.838, 5.189, 3.314], [2.600, 3.799, 2.269], [1.203, 3.705, 5.084], [1.366, 2.158, 4.119], [3.235, 3.079, 6.025], [4.024, 3.912, 4.516], [4.358, 1.154, 5.477], [3.175, 0.970, 4.097], [6.176, 1.543, 4.037], [5.297, 2.890, 3.043], [4.571, -0.156, 2.609], [6.244, 0.405, 2.061], [3.961, 2.259, 1.136], [5.484, 1.702, 0.197], [3.480, 0.539, -0.977], [4.301, -0.694, 0.087], [2.126, 1.184, 1.417], [2.553, -0.519, 1.933], [1.013, 0.158, -0.851], [0.173, 0.199, 0.775], [0.488, -1.390, 2.416], [-0.504, -2.870, 2.009], [1.569, -4.311, 1.909], [2.702, -2.893, 2.268], [1.750, -4.530, 4.400], [2.327, -2.786, 4.530], [0.889, -0.913, 4.716], [1.205, -1.991, 6.220], [-0.554, -1.448, 5.742], [-0.308, -2.823, -1.706], [-1.044, -3.280, -0.099], [-2.710, -1.852, -0.722], [-1.708, -0.458, -0.115], [1.812, -3.773, -0.622], [3.028, -2.506, 0.134], [3.676, -2.823, -4.172], [3.187, -4.218, -3.096], [4.885, -2.471, -1.399], [5.462, -4.063, -2.080], [5.786, -2.479, -3.021], [-3.965, -4.768, 0.536], [-2.884, -5.659, -0.545], [-5.125, -5.867, 1.298], [-3.038, -3.893, 1.760], [-4.520, -4.041, -0.056], [-7.599, -8.964, -0.430], [-7.987, -8.642, 1.266], [-6.225, -7.982, -0.950], [-7.265, -10.684, -0.675], [-8.461, -8.694, -1.035], [-6.040, -1.046, 0.275], [-6.253, -2.660, -0.422], [-7.105, -0.826, 1.671], [-4.353, -0.787, 0.731], [-6.308, -0.309, -0.480], [2.690, 6.632, -3.464], [3.603, 7.536, -4.682], [2.208, 5.052, -4.095], [3.643, 6.445, -1.986], [1.791, 7.194, -3.223], [-6.364, 3.861, -3.585], [-6.772, 4.767, -5.049], [-5.910, 4.964, -2.277], [-7.717, 2.834, -3.092], [-5.512, 3.222, -3.804], [-7.206, -0.751, -5.113], [-5.803, 0.289, -4.836], [-7.306, -2.005, -3.868], [-8.695, 0.206, -5.151], [-7.087, -1.236, -6.079], [-7.684, -4.340, -6.811], [-8.898, -3.118, -7.215], [-7.712, -5.659, -7.990], [-6.074, -3.614, -6.728], [-7.924, -4.751, -5.832], [-3.410, 3.564, 3.269], [-2.316, 2.632, 4.298], [-3.009, 5.285, 3.338], [-3.349, 2.979, 1.601], [-4.424, 3.431, 3.641], [-0.555, -2.865, 9.104], [-1.774, -1.647, 8.701], [-0.578, -4.183, 7.925], [1.052, -2.130, 9.190], [-0.795, -3.277, 10.082], [0.046, -6.837, 5.322], [1.300, -7.130, 4.108], [-1.457, -6.331, 4.548], [-0.215, -8.283, 6.309], [0.382, -6.033, 5.974], [2.018, -7.159, -4.748], [1.624, -6.792, -3.064], [3.409, -6.206, -5.283], [2.332, -8.889, -4.951], [1.163, -6.891, -5.365], [8.068, 3.904, -0.392], [9.438, 4.992, -0.119], [7.989, 2.669, 0.870], [6.550, 4.802, -0.455], [8.210, 3.409, -1.350], [3.125, 9.922, -7.548], [1.820, 10.550, -6.535], [2.605, 9.810, -9.235], [4.566, 10.939, -7.408], [3.377, 8.922, -7.201]],
  "atomic_forces_ev_per_a": [[0.6, -1.1, -0.7], [-0.6, 0.6, -0.5], [0.4, -0.2, -0.2], [0.1, 0.4, 0.0], [-0.8, -0.7, 1.1], [0.0, 1.0, 0.3], [-0.7, -1.3, 0.1], [-0.2, 1.1, -0.1], [0.0, -1.3, 0.5], [1.1, 0.6, 0.2], [-0.9, -0.5, 0.1], [1.1, 0.2, 1.3], [-0.9, 0.9, -1.3], [-0.3, 1.1, 1.0], [0.6, 0.2, -0.8], [0.9, 0.3, 1.8], [-0.3, -0.5, 0.4], [1.0, 0.6, -0.7], [1.4, 0.6, 1.0], [-0.7, 0.2, -0.2], [-1.4, -0.3, -0.3], [-0.6, -1.0, -0.8], [0.1, -1.0, 1.4], [-2.5, -0.1, 0.7], [1.4, 2.2, 0.5], [0.4, -0.3, 1.3], [-1.8, -1.3, -1.6], [2.6, -0.1, -1.5], [-1.5, 0.2, -0.9], [-0.1, 1.7, 2.3], [2.6, -0.7, 0.2], [1.4, 1.3, -1.9], [-3.3, 1.2, 0.1], [0.1, -0.5, 2.8], [0.6, -3.0, -1.0], [0.7, -1.3, -0.6], [-0.3, -0.3, -0.1], [1.2, -0.3, 0.2], [-0.5, 0.0, 0.4], [-0.8, -0.8, 1.6], [-1.3, 0.2, -0.9], [1.4, -0.1, -0.4], [0.3, -0.2, 1.5], [-1.4, 0.8, 0.1], [1.3, -0.7, 0.4], [0.1, 1.2, 0.6], [0.3, 1.4, -0.5], [1.2, -1.2, -0.8], [0.3, -1.5, -0.7], [-1.1, 0.5, 0.7], [0.8, -0.8, -1.1], [0.9, 1.4, 0.1], [0.4, 0.3, -1.6], [-1.1, -1.0, 0.7], [-0.2, 0.5, -1.4], [1.3, 0.8, 0.3], [-1.2, 0.8, -0.9], [-0.1, -1.6, 0.6], [0.7, 1.2, -0.8], [-1.6, 0.2, 0.2], [1.0, -1.1, -0.6], [-1.1, -0.4, 1.0], [0.0, -0.2, 1.4], [-1.1, 1.2, 0.0], [0.6, -1.4, -0.4], [-0.3, 0.6, -1.2], [0.3, -0.4, 1.3], [1.0, -0.5, -0.8], [-0.2, -1.4, -0.7], [1.2, 0.5, -0.3], [0.2, 1.3, 0.9], [-1.6, -0.5, 0.0], [-0.7, 1.5, -0.5], [-1.0, -1.1, -0.7], [-0.5, -1.3, 0.8], [-1.1, 0.3, -1.1], [1.5, -0.5, -0.4], [-0.2, 0.5, 1.2], [0.6, 1.2, -1.0], [1.4, 1.0, -0.5], [0.4, -0.9, -1.1], [0.8, 1.3, 0.4], [-1.1, -0.6, -0.7], [-0.4, -0.3, 1.7], [0.5, 1.3, 0.2], [0.4, -0.8, -1.4], [-0.4, 1.2, -0.6], [-1.0, -0.8, 0.8], [0.3, 0.1, 0.1], [-0.1, 0.0, 0.0], [0.0, 0.2, 0.1], [-0.2, -0.2, -0.1], [0.4, -0.4, 0.2], [0.1, 0.1, -0.1], [0.0, 0.0, -0.1], [-0.3, -0.3, -0.1], [-0.1, 0.1, 0.0], [0.1, -0.1, 0.1], [0.3, 0.3, 0.2], [-0.4, 0.3, -0.1], [0.0, 0.0, -0.1], [-0.7, 0.1, 0.2], [0.0, -0.2, 0.1], [-0.1, -0.2, 0.1], [0.0, 0.0, 0.0], [0.0, 0.2, 0.1], [0.0, 0.1, -0.3], [0.2, -0.1, -0.1], [0.0, 0.0, 0.1], [0.0, -0.1, 0.1], [0.0, -0.1, -0.1], [0.1, 0.1, 0.0], [-0.2, 0.1, 0.0], [0.0, 0.1, 0.0], [-0.3, -0.3, -0.1], [0.0, 0.1, -0.1], [0.0, -0.2, -0.1], [0.0, 0.1, 0.2], [0.1, 0.0, 0.0], [0.0, -0.1, 0.1], [0.0, 0.1, 0.1], [-0.1, -0.2, -0.1], [0.0, 0.1, -0.2], [0.1, -0.2, -0.1], [-0.2, 0.0, 0.1], [-0.2, 0.0, 0.0], [0.0, 0.0, 0.1], [0.2, 0.1, -0.1], [0.0, 0.0, -0.1], [0.1, -0.1, 0.1], [-0.1, 0.1, 0.1], [-0.1, -0.1, 0.1], [0.0, 0.1, -0.2], [-0.1, 0.1, -0.2], [-0.1, -0.1, 0.1], [0.1, 0.0, 0.1], [0.0, 0.1, 0.0], [0.0, -0.1, -0.2], [0.0, 0.1, 0.2], [0.0, 0.0, -0.2], [-0.1, -0.1, 0.0], [0.0, 0.1, 0.0], [0.2, -0.1, 0.1], [-0.1, -0.1, 0.1], [-0.1, 0.0, -0.1], [0.2, 0.1, -0.1], [0.1, 0.0, -0.1], [0.0, 0.1, 0.2], [0.0, 0.0, 0.0], [0.1, -0.1, -0.1], [0.0, 0.0, 0.1], [-0.1, -0.1, 0.0], [-0.1, 0.2, -0.1]]
}


[3]
{
  "formula": "C3H5NO3",
  "method": "wB97M-V/def2-TZVPD",
  "orbital_gap_ev": 10.967,
  "e_above_lowest_kj_mol": 63.9,
  "energy_ha": -397.81236,
  "e_homo_ev": -10.62,
  "charge": 0,
  "lumo_ev": 0.351,
  "symbols": ["C", "C", "O", "N", "C", "O", "O", "H", "H", "H", "H", "H"],
  "coordinates": [[1.454, -0.226, -0.459], [0.344, -1.004, 0.221], [0.337, -2.203, 0.256], [-0.675, -0.260, 0.882], [-1.371, 0.874, 0.482], [-2.054, 1.502, 1.240], [-1.247, 1.437, -0.756], [2.107, -1.022, -0.825], [1.215, 0.447, -1.262], [2.044, 0.399, 0.212], [-1.252, -0.836, 1.476], [-0.901, 0.892, -1.466]],
  "atomic_forces_ev_per_a": [[0.8, -0.8, 0.2], [-0.6, 1.2, -0.3], [0.0, -0.1, 0.3], [0.3, -0.8, -1.0], [-0.1, 2.1, 0.0], [-0.2, -0.7, 0.4], [0.4, -0.6, 0.1], [0.0, 0.3, -0.2], [-0.6, 0.1, -0.4], [-0.2, -0.2, 0.4], [0.0, -0.1, 0.3], [0.2, -0.5, 0.1]]
}


[4]
{
  "formula": "CH9N2O",
  "method": "wB97M-V/def2-TZVPD",
  "orbital_gap_ev": 8.755,
  "e_above_lowest_kj_mol": 102.4,
  "energy_ha": -227.97650,
  "e_homo_ev": -12.95,
  "charge": 1,
  "lumo_ev": -4.193,
  "symbols": ["N", "H", "H", "H", "H", "N", "C", "O", "H", "H", "H", "H", "H"],
  "coordinates": [[0.029, 2.246, 0.882], [0.547, 1.866, 1.676], [0.460, 3.156, 0.635], [0.082, 1.573, 0.104], [-0.960, 2.436, 1.075], [0.023, -2.049, 0.398], [0.135, -1.463, -0.917], [-0.288, -0.095, -0.805], [-0.221, -3.029, 0.295], [-0.748, -1.623, 0.901], [1.171, -1.506, -1.261], [-0.533, -1.949, -1.635], [0.303, 0.436, -1.350]],
  "atomic_forces_ev_per_a": [[0.3, 1.1, -0.3], [-0.3, -0.1, 0.2], [-0.2, -0.6, 0.0], [-0.1, -0.4, 0.1], [0.2, -0.3, 0.3], [0.1, -0.1, 0.1], [-0.4, -0.3, 0.1], [0.4, 0.9, 0.1], [0.2, 0.0, 0.2], [-0.1, 0.0, -0.1], [-0.1, 0.0, -0.1], [0.2, 0.1, -0.2], [-0.1, -0.4, -0.5]]
}